No. 1
ORCA calculation (ωB97M-V/def2-TZVPD) on a molecular structure, C36H44N4P2PtSi2.

Structure (XYZ):
```
89
Properties=species:S:1:pos:R:3:lowdin_charge:R:1
C 1.923 2.273 1.310 -0.118
C -2.408 -2.222 2.557 -0.080
C 1.880 -4.362 0.560 -0.078
C -3.556 2.941 2.939 -0.088
H -5.923 -1.630 -1.221 0.032
H 4.475 -2.503 -3.217 0.027
P 1.753 -0.357 0.456 0.661
N 2.422 -0.091 -0.956 -0.276
H -4.162 -0.221 1.898 0.091
H -2.901 5.044 -2.365 0.104
H -0.959 6.598 -2.711 0.110
H 3.248 -4.005 3.632 0.103
H -4.045 3.762 3.448 0.102
C 4.484 0.611 -2.854 -0.196
N 1.892 3.076 -2.678 0.146
H -4.781 -1.987 0.083 0.021
H -3.341 -3.069 -2.403 0.016
C -1.920 -3.149 0.388 -0.099
Pt -0.100 0.961 -1.377 0.874
H 3.697 0.851 -3.578 0.020
H 4.772 1.534 -2.337 0.023
H 2.012 2.134 -2.324 0.033
C 0.052 -0.258 0.157 -0.548
H 6.198 -1.106 -0.812 0.029
C 2.451 3.372 1.968 -0.079
H -2.461 -1.375 3.230 0.102
C 2.818 -3.733 2.676 -0.081
H 3.910 4.066 3.387 0.102
C 3.456 0.838 2.447 -0.094
H -2.126 -5.275 0.201 0.106
H 5.356 0.260 -3.418 0.027
C 2.074 -2.014 1.148 -0.269
C -2.615 -4.591 2.178 -0.083
H -2.425 2.611 -2.175 0.075
C -2.027 -2.039 1.231 -0.285
C -0.804 5.529 -2.631 -0.069
H 4.997 -1.803 0.286 0.022
H -1.619 -2.996 -0.643 0.099
Si 3.886 -0.670 -1.627 0.289
H 1.163 2.414 0.556 0.051
C -2.252 3.077 2.488 -0.075
H 3.577 -3.122 -1.824 0.012
H 3.922 -0.119 2.609 0.081
N -2.274 -0.237 -0.961 -0.290
C -1.632 2.027 1.823 -0.077
C 3.998 1.942 3.099 -0.082
C -5.102 -1.217 -0.625 -0.177
C 0.466 5.017 -2.717 -0.022
C 3.488 3.209 2.876 -0.089
C -4.235 1.747 2.734 -0.077
H -0.621 2.131 1.471 0.055
H 5.317 -0.060 0.316 0.019
C 2.387 0.976 1.561 -0.241
H 1.246 -2.740 -0.695 0.103
C 0.657 3.631 -2.595 -0.386
H -3.576 1.068 -3.511 0.024
C -2.708 -3.496 3.026 -0.077
H -3.019 -3.634 4.054 0.103
C -1.889 4.673 -2.438 -0.070
C -2.304 0.828 1.606 -0.267
N -0.393 2.804 -2.404 -0.085
C -4.327 0.753 -2.777 -0.194
H 2.694 3.678 -2.627 0.103
H 1.577 -5.127 -0.146 0.108
H 4.834 1.803 3.773 0.104
C 1.689 -3.025 0.255 -0.115
H -4.565 1.610 -2.137 0.024
H 2.849 -1.659 3.130 0.085
H -5.494 -0.367 -0.058 0.020
C 2.621 -2.390 2.374 -0.081
P -1.632 -0.439 0.474 0.651
H 2.621 -5.763 2.011 0.103
H -5.236 0.484 -3.326 0.030
H 2.720 -2.265 -3.116 0.030
H -2.853 -5.582 2.548 0.102
H 1.325 5.660 -2.851 0.111
H 2.054 4.359 1.765 0.103
C -2.211 -4.419 0.860 -0.076
C -3.361 -2.112 -2.936 -0.185
C 5.225 -0.933 -0.339 -0.176
H -5.253 1.634 3.088 0.104
Si -3.707 -0.691 -1.763 0.287
C -1.633 3.331 -2.329 -0.135
H -4.124 -2.185 -3.719 0.027
H -1.713 4.002 2.653 0.103
C 3.646 -2.292 -2.532 -0.183
H -2.389 -1.969 -3.417 0.028
C 2.460 -4.719 1.769 -0.083
C -3.615 0.698 2.070 -0.100
```

Results
Multiplicity: 3
Total charge: 0
HOMO-LUMO gap (alpha / beta) (eV): 7.2 / 7.1
<S²>: 2.010
Relative energy (zero: lowest compared OMol25 entry of this formula, charge and spin) (kJ/mol): 96.5
HOMO (alpha / beta) (eV): -6.73 / -7.78

No. 2
ORCA calculation (ωB97M-V/def2-TZVPD) on a molecular structure, C36H44N8O4Pb.

Structure (XYZ):
```
93
Properties=species:S:1:pos:R:3:lowdin_charge:R:1
H 3.543 2.910 2.814 0.125
C -4.979 -0.955 0.911 -0.032
H 1.456 0.271 -5.489 0.078
C -1.740 -0.901 2.886 -0.124
H 2.081 -0.794 -4.226 0.079
N 1.607 2.620 -4.244 -0.063
Pb 0.055 0.038 0.084 1.513
C -3.039 -4.584 0.070 -0.005
H 3.127 0.580 3.387 0.082
H 1.972 2.387 4.636 0.075
H -3.678 1.083 0.005 0.095
C 4.081 -1.312 -1.891 0.003
C -2.330 -1.756 3.799 -0.045
C 1.610 2.826 3.703 -0.063
H 0.770 3.003 -2.429 0.036
C -3.125 -2.177 -0.031 -0.177
H -1.632 2.325 -0.636 0.009
C 3.074 4.069 0.668 -0.076
H -1.252 5.643 1.328 0.082
C -1.822 -4.530 -0.541 -0.024
N 1.375 -1.946 0.512 0.004
H -3.183 -1.427 4.376 0.109
H -1.079 5.271 -1.096 0.125
H 1.329 3.435 -4.776 0.058
C -3.733 -3.386 0.360 -0.158
H -0.241 -2.330 -6.535 0.090
C 4.302 1.058 -2.114 -0.044
H 2.770 2.172 -1.082 0.091
C 1.473 -0.759 -5.127 -0.022
H 0.684 1.439 -2.940 0.017
H -2.788 5.040 0.688 0.072
H -6.506 -2.141 1.860 0.104
C -4.971 -3.366 1.050 -0.049
H -2.899 3.475 -1.094 0.074
C 2.209 -2.272 -0.526 -0.472
C -0.183 -2.488 2.283 -0.195
N -3.146 0.239 -0.142 0.093
H -3.482 -5.531 0.353 0.119
N 2.520 0.142 -0.833 0.030
H -1.705 3.952 1.576 0.073
H -1.252 -5.421 -0.759 0.114
H -2.729 0.220 -1.061 0.070
H -5.483 -0.018 1.117 0.111
C -1.802 -3.031 3.945 -0.041
N -0.694 -1.266 2.146 0.012
C -1.279 -3.265 -0.854 -0.132
H 1.901 -1.418 -5.883 0.091
N 0.608 2.406 -3.237 -0.041
N -1.896 -2.133 -0.616 0.081
H -0.251 -4.380 3.249 0.121
C 1.385 4.953 -0.765 -0.076
C 3.166 1.194 -1.334 -0.119
O -0.001 2.196 1.103 -0.330
C 2.724 4.897 -0.390 -0.118
C 0.990 -2.901 1.402 -0.470
H -1.545 3.166 -2.187 0.055
O 1.484 -3.996 1.592 0.082
C -1.049 4.393 -0.441 -0.358
C 2.564 2.493 2.553 -0.364
C -3.784 -0.939 0.237 -0.272
H 1.064 5.681 -1.504 0.107
C -0.318 -1.151 -3.552 -0.311
H -2.240 -3.727 4.649 0.111
H 3.449 0.707 1.654 0.070
N 0.132 -1.222 -4.806 -0.170
H -2.110 0.105 2.727 0.118
H 1.527 3.905 3.841 0.083
O 2.360 -3.362 -1.043 0.080
H 4.089 4.095 1.053 0.109
C -0.741 -1.599 -5.898 -0.046
H -1.650 -2.049 -5.503 0.086
C 4.764 -0.219 -2.398 -0.047
C 2.750 0.982 2.444 -0.067
C -1.824 3.271 -1.139 -0.080
H 5.650 -0.360 -3.004 0.110
H 2.509 2.829 -3.825 0.047
H 4.813 1.938 -2.480 0.108
C -1.742 4.782 0.870 -0.063
H 0.614 2.434 3.495 0.068
H -1.343 -1.526 -3.419 0.137
O 0.338 -0.718 -2.609 -0.130
C 2.964 -1.084 -1.102 -0.211
H 1.802 0.475 2.253 0.032
C 2.159 3.217 1.278 -0.158
C -0.710 -3.404 3.181 0.011
H 3.457 5.543 -0.854 0.089
H -1.010 -0.732 -6.505 0.095
H -0.283 -3.202 -1.282 0.102
H -5.424 -4.301 1.352 0.110
C -5.564 -2.169 1.328 -0.082
C 0.840 3.143 0.759 -0.364
C 0.429 4.132 -0.183 -0.166
H 4.384 -2.331 -2.084 0.120
```

Results
Multiplicity: 1
Total charge: 0
HOMO-LUMO gap (eV): 6.7
Relative energy (zero: lowest compared OMol25 entry of this formula, charge and spin) (kJ/mol): 0.5
HOMO (eV): -6.83